Record 1
Molecular formula: C10H52O16
Method: DFT, the ωB97M-V functional and the def2-TZVPD basis

XYZ file:
```
78
Properties=species:S:1:pos:R:3:forces:R:3:mulliken_charge:R:1
O 1.55107 -0.80563 4.20982 0.0 0.1 0.1 -0.69
H 0.96742 -0.76215 3.44721 0.0 -0.1 0.0 0.29
H 2.43488 -0.80944 3.81999 0.0 0.0 -0.1 0.33
O 1.08361 3.96216 -3.44208 0.0 0.2 0.1 -0.66
H 0.62039 3.61034 -2.67448 0.0 -0.1 0.0 0.34
H 1.82404 3.36122 -3.57407 -0.1 -0.1 -0.1 0.32
O 2.33225 -2.24467 -0.49987 -0.1 0.2 0.0 -0.53
H 2.57936 -1.41992 -0.96772 0.1 -0.1 -0.2 0.40
H 2.93406 -2.90460 -0.86130 0.2 0.0 0.2 0.20
O 3.50190 -0.56542 1.69973 -0.1 0.1 0.0 -0.64
H 3.04348 -1.03877 0.99161 0.1 -0.2 0.1 0.32
H 3.85939 0.21705 1.26928 0.1 0.0 0.0 0.30
O -1.05480 -2.46249 -3.50024 -0.1 0.2 0.1 -0.60
H -1.01950 -2.89271 -2.63103 0.2 -0.2 -0.2 0.33
H -1.96306 -2.56294 -3.79785 0.0 0.0 0.0 0.29
O -1.97941 -3.14216 2.22890 0.0 -0.1 0.3 -0.62
H -2.93492 -3.03278 2.21713 0.0 0.0 -0.2 0.29
H -1.63620 -2.26970 2.02987 0.0 0.0 -0.1 0.32
O -1.41690 3.67575 1.70741 0.0 -0.1 0.1 -0.57
H -2.19419 4.21577 1.87830 0.0 0.0 0.0 0.25
H -1.15298 3.32238 2.56337 0.0 0.0 0.0 0.27
O 1.17865 0.74773 -4.00643 0.0 0.0 0.1 -0.65
H 0.74730 0.58291 -3.15799 -0.1 0.1 0.1 0.22
H 0.46017 0.82589 -4.64077 0.0 0.0 -0.1 0.26
O 0.26256 -4.03076 -1.48178 0.0 0.1 0.3 -0.71
H 0.71455 -3.30161 -1.02584 0.1 0.0 -0.1 0.34
H 0.93244 -4.40792 -2.06081 -0.1 0.0 -0.1 0.32
O 3.41427 -0.36893 -2.31855 -0.2 -0.3 0.3 -0.74
H 3.16252 -1.06304 -2.93860 0.1 0.2 -0.3 0.33
H 2.69607 0.27443 -2.39323 0.1 0.1 0.0 0.29
O 0.24331 3.48861 -0.51734 -0.2 0.1 0.1 -0.56
H -0.33942 3.48831 0.26572 0.0 0.1 -0.1 0.19
H 0.56397 4.39412 -0.58707 0.2 -0.1 0.0 0.29
C 2.51944 2.62027 3.95325 0.2 -0.1 0.4 -1.05
C 2.44224 3.02204 2.51160 0.1 0.3 -0.8 0.76
O 3.57053 3.85768 2.18151 -0.2 -0.2 0.1 -0.58
H 1.95900 1.70702 4.15223 -0.1 0.0 0.0 0.27
H 2.18060 3.40132 4.63341 0.0 0.1 -0.1 0.30
H 3.57136 2.42921 4.17250 -0.1 -0.1 0.1 0.32
H 1.53269 3.58450 2.26664 0.0 0.0 0.1 0.06
H 2.43115 2.13459 1.86966 0.1 0.0 0.1 -0.30
H 3.92948 3.58257 1.33490 -0.1 0.0 0.0 0.31
C -0.07651 -0.18264 0.89921 0.5 -0.2 0.0 0.19
C -0.16272 0.08313 -0.61037 0.1 0.4 1.0 0.21
O 0.95466 0.88764 -1.04241 -0.6 -0.5 -0.2 0.05
H 0.17581 0.74695 1.41789 -0.2 0.0 0.0 -0.10
H 0.70845 -0.90065 1.15936 0.0 0.1 -0.2 -0.21
H -1.00364 -0.58078 1.31153 -0.1 0.2 -0.2 -0.25
H -1.08637 0.65717 -0.75797 0.0 -0.3 -0.4 0.08
H -0.16514 -0.83771 -1.18770 -0.2 0.0 -0.1 -0.01
H 0.64552 1.79941 -0.91228 0.6 0.2 0.0 0.25
C -3.46270 1.98617 -3.20949 -0.3 -0.1 -0.4 -1.04
C -2.56765 3.15141 -2.85166 0.3 -0.3 -0.1 0.49
O -3.39183 4.30357 -2.72346 -0.1 0.0 0.2 -0.56
H -4.26858 1.90671 -2.47793 0.0 0.0 0.0 0.25
H -2.95125 1.02286 -3.27379 0.3 0.1 0.2 0.17
H -3.91529 2.13304 -4.19351 -0.1 0.2 0.1 0.39
H -1.81723 3.32569 -3.63124 0.0 -0.1 0.0 0.18
H -2.01800 2.92642 -1.93000 -0.1 0.2 0.1 -0.15
H -3.00736 4.91633 -2.09264 0.1 0.0 -0.1 0.31
C 1.39119 -3.88694 2.65371 -0.4 -1.1 0.8 -0.42
C 1.91169 -5.23880 2.15745 0.3 0.3 -0.1 -0.51
O 1.07681 -5.79909 1.14761 0.5 0.1 0.0 -0.51
H 0.30160 -3.96593 2.67488 0.0 0.3 -0.4 0.22
H 1.74675 -3.04020 2.07626 0.0 0.1 0.0 0.04
H 1.63578 -3.79266 3.71574 0.4 0.4 -0.2 0.35
H 1.96406 -5.95900 2.97422 -0.3 0.0 0.0 0.36
H 2.95192 -5.15268 1.80567 -0.1 0.0 -0.1 0.21
H 1.11646 -5.19552 0.39635 -0.4 -0.1 -0.1 0.31
C -4.07993 -0.11620 0.47858 0.4 0.2 -0.2 -0.89
C -4.00550 -1.00380 -0.74843 -0.4 -0.4 0.2 0.09
O -3.50733 -2.29276 -0.36875 -0.1 0.3 0.0 -0.45
H -4.91168 -0.40352 1.11746 0.0 0.0 0.0 0.38
H -4.17869 0.93088 0.17887 -0.2 -0.1 0.1 0.26
H -3.16140 -0.18761 1.06600 0.0 -0.1 -0.1 0.06
H -3.38124 -0.58147 -1.53759 0.1 0.1 0.1 -0.09
H -5.01766 -1.12091 -1.15030 0.1 0.1 -0.1 0.44
H -3.99575 -2.95871 -0.85828 0.1 -0.1 0.0 0.25
```
Positions in Å, forces in eV/Å.

Output
Lowest unoccupied orbital energy = -0.364 eV
Max |F| = 1.41 eV Å⁻¹
Energy above the lowest of the compared OMol25 structures with the same formula, charge and spin = 0.336 eV


Record 2
Molecular formula: C4Cl2
Method: DFT, the ωB97M-V functional and the def2-TZVPD basis

XYZ file:
```
6
Properties=species:S:1:pos:R:3:forces:R:3:nbo_charge:R:1
C -0.66654 -0.91369 -0.03484 -1.9 0.5 -0.4 -0.11
C 0.68401 -0.96208 0.00471 2.1 0.7 0.6 -0.12
C 1.36197 0.05248 0.11837 4.3 -0.9 -0.3 0.00
C -1.36396 0.08174 -0.07616 -4.1 -0.7 0.0 -0.04
Cl 2.79729 0.87783 -0.02613 -0.7 0.1 0.2 0.13
Cl -2.81277 0.86372 0.01405 0.3 0.3 -0.1 0.13
```
Positions in Å, forces in eV/Å.

Output
Lowest unoccupied orbital energy = -0.615 eV
Max |F| = 4.39 eV Å⁻¹
Energy above the lowest of the compared OMol25 structures with the same formula, charge and spin = 2.262 eV


Calculated values (eV) of HOMO-LUMO gap for the records, taken in order: 9.3 8.4.